{
  "formula": "C9H14",
  "method": "the ωB97M-V functional and the def2-TZVPD basis",
  "species": ["C", "C", "H", "H", "H", "H", "H", "H", "C", "C", "C", "C", "C", "C", "C", "H", "H", "H", "H", "H", "H", "H", "H"],
  "positions_angstrom": [[1.636866, -2.416353, 2.059375], [0.723566, -1.396668, 2.771943], [1.650886, -2.151342, 0.993135], [2.639053, -2.390605, 2.475739], [1.336184, -3.464525, 2.077830], [-0.178217, -1.070419, 2.257685], [1.321542, -0.552937, 3.088712], [0.381116, -1.933590, 3.658371], [-2.372191, 2.329905, -0.986523], [1.179759, 1.123318, -1.733607], [0.109012, 1.980022, -1.409040], [1.058691, -0.221234, -1.560382], [-1.209525, 1.449166, -1.222634], [-0.248650, -0.739603, -1.242573], [-1.327335, 0.096835, -0.951841], [2.126891, 1.514191, -2.082832], [0.299662, 3.038239, -1.436512], [1.831078, -0.913369, -1.864502], [-0.447673, -1.786039, -1.454742], [-2.246631, 3.351833, -1.239157], [-2.704971, 2.314058, 0.054405], [-2.318549, -0.242940, -0.681534], [-3.240559, 2.082063, -1.571305]],
  "atomic_forces_ev_per_a": [[-0.458, 0.521, -1.023], [0.300, -1.486, 0.807], [0.555, -0.107, 0.039], [0.123, 0.154, -0.124], [-0.422, 0.159, 0.284], [0.147, -0.054, -0.368], [-0.110, 0.334, 0.032], [-0.160, 0.508, 0.295], [-0.579, 0.226, 0.027], [0.552, 0.249, 0.417], [0.561, -0.666, -1.344], [-0.875, -0.116, -0.728], [0.018, 0.050, 1.922], [-0.534, -0.029, -0.232], [0.158, 0.196, -0.663], [-0.053, 0.233, 0.188], [-0.230, 0.330, 0.158], [0.162, 0.043, 0.278], [0.156, -0.083, 0.532], [0.745, 1.016, -0.187], [0.183, -0.274, 0.083], [0.151, -0.479, -0.107], [-0.391, -0.726, -0.289]],
  "lowdin_charge": [-0.16, -0.16, 0.03, 0.07, 0.07, 0.04, 0.06, 0.07, -0.01, -0.02, 0.11, 0.02, -0.18, 0.06, 0.01, 0.13, 0.14, 0.13, 0.14, 0.08, 0.12, 0.14, 0.10],
  "homo_energy_ev": [-14.30, -14.30],
  "s_squared": 0.769,
  "total_charge": 1,
  "largest_force_ev_per_a": 1.92,
  "homo_lumo_gap_ev": [9.7, 5.9],
  "total_energy_ev": -9550.7329,
  "multiplicity": 2,
  "lumo_energy_ev": [-4.6, -8.4]
}

---

{
  "formula": "C2HFI2O",
  "method": "the ωB97M-V functional and the def2-TZVPD basis",
  "species": ["C", "C", "O", "F", "I", "I", "H"],
  "positions_angstrom": [[-0.148255, 0.427436, -0.005585], [-2.875614, -0.014272, -0.530784], [0.274137, 0.966309, 0.898040], [-2.724549, -0.110088, -1.881922], [-3.361765, -1.944407, 0.187476], [-3.731638, 1.774581, 0.191777], [0.267733, -0.325587, -0.779959]],
  "atomic_forces_ev_per_a": [[-1.861, -1.485, -3.794], [-0.605, -0.676, -0.887], [2.018, 1.320, 3.000], [-0.124, 0.639, 1.118], [-0.012, 0.594, 0.091], [0.238, -0.707, -0.361], [0.346, 0.315, 0.831]],
  "lowdin_charge": [-0.14, -1.35, 0.07, -0.19, 0.75, 0.77, 0.09],
  "homo_energy_ev": [-7.33, -9.97],
  "s_squared": 2.009,
  "total_charge": 0,
  "largest_force_ev_per_a": 4.48,
  "homo_lumo_gap_ev": [6.8, 8.6],
  "total_energy_ev": -23051.5869,
  "multiplicity": 3,
  "lumo_energy_ev": [-0.5, -1.3]
}

---

{
  "formula": "C6H8N2O",
  "method": "the ωB97M-V functional and the def2-TZVPD basis",
  "species": ["N", "N", "O", "C", "C", "C", "C", "C", "C", "H", "H", "H", "H", "H", "H", "H", "H"],
  "positions_angstrom": [[3.800028, -0.004947, -0.132091], [2.371529, 0.275192, 0.136810], [1.176138, -0.564378, -0.260046], [-0.194778, -0.136716, -0.124632], [-1.024808, -1.264099, -0.129420], [-2.441982, -1.082347, -0.107106], [-2.889132, 0.181812, -0.025964], [-2.044775, 1.289055, 0.004571], [-0.640120, 1.179147, -0.050471], [4.096523, 0.205676, -1.038551], [4.056434, -0.969824, 0.021247], [2.132901, 0.312050, 1.092076], [-0.635499, -2.293049, 0.108973], [-2.943374, -2.035551, 0.057028], [-3.998346, 0.209322, -0.149699], [-2.448135, 2.360593, 0.134967], [-0.018357, 2.107092, -0.206637]],
  "atomic_forces_ev_per_a": [[-3.549, -1.278, 2.389], [-0.013, 2.126, -1.461], [0.609, -1.219, -0.831], [2.923, -0.688, -0.312], [-1.002, -0.310, 1.170], [4.189, -2.206, 0.634], [-2.853, 1.213, -0.719], [0.029, 2.104, 0.378], [-0.810, 0.278, -0.664], [-0.364, 0.862, -1.782], [-0.156, -0.388, 0.340], [1.092, -0.045, 1.416], [-0.055, 1.361, -0.819], [-0.781, 0.663, -0.450], [0.888, 0.952, 0.626], [0.368, -1.958, -0.479], [-0.517, -1.467, 0.562]],
  "lowdin_charge": [0.05, -0.06, -0.13, -0.26, -0.02, -0.10, -0.15, -0.10, -0.03, 0.04, 0.07, 0.08, 0.13, 0.11, 0.12, 0.13, 0.13],
  "homo_energy_ev": -8.41,
  "total_charge": 0,
  "largest_force_ev_per_a": 4.78,
  "homo_lumo_gap_ev": 9.5,
  "total_energy_ev": -11374.9783,
  "multiplicity": 1,
  "lumo_energy_ev": 1.1,
  "smiles": "NNOc1ccccc1"
}

---

> Look up the multiplicity of the third one.

1